Record 1
{"formula": "C39H42N6O7S2Tc", "method": "wB97M-V/def2-TZVPD", "symbols": ["Tc", "C", "C", "C", "N", "C", "C", "C", "C", "C", "C", "C", "N", "C", "C", "C", "N", "C", "C", "C", "C", "C", "C", "C", "N", "C", "C", "H", "H", "H", "H", "H", "H", "H", "H", "H", "H", "H", "H", "H", "H", "H", "H", "H", "H", "H", "H", "H", "H", "H", "H", "H", "H", "C", "C", "C", "C", "C", "C", "C", "S", "O", "O", "N", "C", "C", "C", "O", "O", "H", "H", "H", "H", "H", "H", "H", "H", "H", "H", "H", "H", "O", "S", "O", "N", "C", "O", "C", "C", "C", "C", "C", "C", "H", "H", "H", "H"], "positions_angstrom": [[1.022, -0.446, 0.241], [4.199, 2.337, 0.776], [2.765, 2.721, 0.378], [1.679, 2.474, 1.413], [1.353, 1.068, 1.697], [1.284, 0.660, 2.927], [1.946, 1.349, 4.027], [1.591, 1.459, 5.323], [0.485, 0.855, 5.989], [-0.208, -0.208, 5.521], [-0.052, -0.951, 4.313], [0.619, -0.656, 3.141], [0.630, -1.447, 2.029], [-0.277, -2.549, 2.011], [-0.064, -3.603, 0.931], [-0.149, -3.091, -0.511], [0.997, -2.233, -0.732], [2.165, -2.729, -1.125], [2.337, -4.058, -1.562], [3.411, -4.678, -2.177], [4.657, -4.181, -2.518], [5.159, -2.944, -2.145], [4.598, -1.966, -1.349], [3.299, -1.838, -0.817], [2.992, -0.878, 0.059], [4.083, -0.236, 0.788], [4.683, 1.028, 0.144], [4.879, 3.137, 0.478], [4.284, 2.257, 1.866], [2.707, 3.787, 0.146], [2.483, 2.194, -0.530], [1.910, 3.014, 2.330], [0.755, 2.909, 1.019], [2.842, 1.881, 3.730], [2.222, 2.097, 5.934], [0.237, 1.227, 6.975], [-0.969, -0.604, 6.186], [-0.576, -1.899, 4.356], [-0.263, -3.072, 2.969], [-1.842, -1.535, 2.898], [0.943, -3.993, 1.096], [-0.769, -4.417, 1.102], [-0.215, -3.930, -1.201], [-1.056, -2.507, -0.669], [1.480, -4.703, -1.434], [3.232, -5.711, -2.457], [5.306, -4.829, -3.093], [6.164, -2.723, -2.491], [5.245, -1.121, -1.154], [3.694, 0.025, 1.774], [4.869, -0.976, 0.950], [5.772, 0.974, 0.217], [4.433, 1.036, -0.921], [-5.256, 0.283, -3.959], [-4.280, 1.208, -3.282], [-3.224, 0.696, -2.529], [-2.308, 1.536, -1.917], [-2.425, 2.911, -2.108], [-3.469, 3.445, -2.847], [-4.403, 2.589, -3.410], [-1.160, 3.984, -1.516], [-1.597, 5.348, -1.660], [-0.762, 3.496, -0.228], [0.103, 3.841, -2.576], [0.367, 2.684, -3.438], [1.757, 2.082, -3.241], [1.715, 0.742, -2.538], [2.317, -0.214, -2.999], [0.996, 0.770, -1.454], [-5.345, -0.658, -3.417], [-4.920, 0.050, -4.973], [-6.244, 0.735, -4.036], [-3.106, -0.377, -2.425], [-1.499, 1.128, -1.316], [-3.536, 4.517, -2.974], [-5.232, 3.000, -3.974], [0.181, 4.739, -3.036], [0.232, 2.975, -4.480], [-0.376, 1.918, -3.235], [2.357, 2.756, -2.625], [2.274, 1.950, -4.189], [-3.095, -3.765, 0.684], [-3.168, -3.000, 1.883], [-3.221, -3.652, 3.152], [-1.702, -1.934, 1.959], [-2.019, -0.760, 1.025], [-1.126, -0.134, 0.429], [-3.404, -0.563, 1.086], [-4.123, 0.585, 0.666], [-5.478, 0.642, 0.866], [-6.198, -0.415, 1.470], [-5.530, -1.551, 1.880], [-4.152, -1.595, 1.713], [-3.583, 1.414, 0.224], [-6.012, 1.533, 0.560], [-7.265, -0.332, 1.613], [-6.055, -2.386, 2.328]], "mulliken_charge": [-1.19, -1.48, 1.09, -1.42, 1.28, 0.80, -0.93, -0.57, -0.68, -0.80, -0.45, 0.75, 0.43, -0.35, -1.02, -1.44, 0.47, 1.75, -0.89, -0.66, -0.73, -0.82, -0.58, 0.82, 0.47, -2.02, -0.34, 0.44, 0.28, 0.79, -1.45, 0.62, 0.12, 0.27, 0.43, 0.36, 0.38, 0.36, -0.06, 0.63, 0.80, 0.62, 0.38, 0.09, 0.27, 0.35, 0.34, 0.36, 0.23, 0.54, 0.85, 0.45, 0.36, -1.70, 0.74, -0.56, -0.17, -0.01, -0.77, -0.76, 1.15, -0.82, -0.61, -0.25, 0.08, -1.35, 0.05, -0.70, 0.96, 0.38, 0.32, 0.41, 0.37, 0.50, 0.54, 0.39, 0.36, 0.48, -0.04, 0.44, 0.36, -0.58, 1.10, -0.65, 0.24, -0.58, -0.14, 1.16, -0.54, -0.68, -0.76, -0.71, 0.03, 0.66, 0.46, 0.40, 0.47], "mol_weight_g_mol": 868.9, "s2": 3.8075, "relative_energy_kj_mol": 226.96, "orbital_gap_ev": [6.68, 6.41], "spin_multiplicity": 4, "e_lumo_ev": [0.214, -0.527]}

Record 2
{"formula": "C39H42N8P2PdS", "method": "wB97M-V/def2-TZVPD", "symbols": ["Pd", "N", "C", "N", "C", "N", "N", "C", "N", "C", "C", "C", "C", "C", "N", "H", "H", "H", "H", "H", "H", "H", "H", "C", "S", "C", "C", "C", "N", "P", "C", "C", "C", "C", "C", "C", "C", "C", "C", "C", "C", "C", "P", "C", "C", "C", "C", "C", "C", "C", "C", "C", "C", "C", "C", "H", "H", "H", "H", "H", "H", "H", "H", "H", "H", "H", "H", "H", "H", "H", "H", "H", "H", "H", "H", "H", "H", "H", "H", "H", "H", "H", "H", "H", "C", "C", "C", "N", "H", "H", "H", "H", "H"], "positions_angstrom": [[-0.924, -0.504, -1.055], [-1.453, 2.559, -2.456], [-1.096, 1.718, -3.434], [-1.076, 2.195, -4.669], [-0.719, 1.324, -5.612], [-0.693, 1.745, -6.875], [-0.381, 0.030, -5.389], [-0.439, -0.349, -4.140], [-0.790, 0.431, -3.102], [-0.123, -1.795, -3.874], [0.192, -2.653, -4.915], [0.416, -3.989, -4.627], [0.301, -4.423, -3.315], [-0.014, -3.496, -2.340], [-0.204, -2.202, -2.614], [-1.699, 3.504, -2.696], [-1.471, 2.261, -1.498], [-0.924, 2.699, -7.088], [-0.399, 1.119, -7.603], [0.246, -2.264, -5.920], [0.666, -4.685, -5.418], [0.451, -5.463, -3.050], [-0.128, -3.794, -1.304], [4.434, -0.217, 5.111], [4.378, -1.965, 4.653], [2.729, -2.021, 3.929], [2.643, -1.334, 2.568], [1.266, -1.526, 1.901], [0.630, -0.224, 1.445], [1.031, 0.236, -0.153], [1.383, 1.982, -0.125], [1.432, 2.661, -1.344], [1.793, 4.000, -1.372], [2.102, 4.654, -0.185], [2.067, 3.971, 1.026], [1.708, 2.633, 1.060], [2.597, -0.536, -0.537], [3.775, 0.157, -0.250], [4.998, -0.455, -0.469], [5.054, -1.745, -0.981], [3.883, -2.429, -1.291], [2.656, -1.824, -1.075], [-1.138, -0.377, 1.485], [-1.485, -0.622, 3.248], [-0.585, -0.194, 4.218], [-0.937, -0.279, 5.557], [-2.177, -0.794, 5.924], [-3.063, -1.241, 4.953], [-2.716, -1.160, 3.611], [-1.761, 1.339, 1.295], [-1.312, 2.404, 2.080], [-1.877, 3.660, 1.950], [-2.924, 3.869, 1.052], [-3.408, 2.813, 0.299], [-2.827, 1.553, 0.418], [5.286, -0.092, 5.777], [3.525, 0.062, 5.649], [4.572, 0.429, 4.242], [2.022, -1.583, 4.638], [2.500, -3.085, 3.832], [3.430, -1.741, 1.930], [2.831, -0.263, 2.678], [0.587, -1.976, 2.622], [1.346, -2.228, 1.071], [1.203, 2.140, -2.266], [1.841, 4.530, -2.315], [2.379, 5.702, -0.204], [2.330, 4.482, 1.943], [1.689, 2.091, 1.999], [3.741, 1.164, 0.148], [5.912, 0.077, -0.239], [6.015, -2.218, -1.146], [3.930, -3.431, -1.700], [1.748, -2.344, -1.319], [0.385, 0.205, 3.932], [-0.244, 0.061, 6.318], [-2.450, -0.849, 6.971], [-4.022, -1.653, 5.240], [-3.408, -1.512, 2.852], [-0.535, 2.243, 2.818], [-1.524, 4.476, 2.572], [-3.377, 4.850, 0.965], [-4.244, 2.962, -0.377], [-3.257, 0.723, -0.122], [-6.193, -0.976, -1.642], [-5.279, -2.190, -1.875], [-3.866, -1.838, -1.657], [-2.770, -1.559, -1.487], [-7.226, -1.269, -1.812], [-5.947, -0.167, -2.330], [-6.104, -0.609, -0.620], [-5.379, -2.564, -2.891], [-5.530, -3.005, -1.200]], "mulliken_charge": [-0.17, 0.08, 0.13, -0.79, 0.24, -0.32, -0.78, -0.05, 0.91, 0.53, -0.55, -0.65, -0.96, -0.57, 0.64, 0.26, -0.32, 0.26, 0.25, 0.58, 0.47, 0.49, 0.55, -0.73, -0.08, -0.76, -0.19, -1.33, 0.36, 1.25, 0.49, -0.75, -0.72, -0.87, -0.65, 0.07, 0.83, -0.47, -0.86, -0.67, -0.76, -0.20, 0.64, 0.86, -0.27, -1.21, -0.69, -0.75, -0.48, 1.52, -0.38, -0.69, -0.67, -0.52, -1.27, 0.38, 0.20, 0.20, 0.13, 0.44, 0.45, -0.09, 1.12, 0.15, 0.57, 0.50, 0.43, 0.50, 0.22, 0.42, 0.47, 0.42, 0.50, 0.05, 0.73, 0.47, 0.42, 0.43, 0.44, 0.36, 0.48, 0.43, 0.50, 0.39, -1.12, -0.39, 0.24, -0.33, 0.38, 0.30, 0.31, 0.30, 0.30], "mol_weight_g_mol": 823.3, "relative_energy_kj_mol": 13.03, "charge": 2, "orbital_gap_ev": 5.51, "e_lumo_ev": -6.725}

Record 3
{"formula": "C39H43AsMoN3O5P", "method": "wB97M-V/def2-TZVPD", "symbols": ["Mo", "O", "C", "O", "C", "P", "C", "C", "C", "C", "C", "C", "C", "C", "C", "C", "C", "C", "H", "H", "H", "H", "H", "H", "H", "H", "H", "H", "H", "H", "O", "C", "O", "C", "C", "C", "C", "C", "C", "N", "C", "C", "C", "C", "C", "C", "N", "H", "H", "H", "H", "H", "H", "H", "H", "H", "H", "C", "N", "C", "C", "C", "C", "C", "C", "C", "C", "H", "H", "H", "H", "H", "H", "H", "H", "H", "H", "H", "H", "C", "As", "C", "C", "O", "H", "H", "H", "H", "H", "H", "H", "H", "H"], "positions_angstrom": [[-0.027, 0.424, 1.235], [1.293, -3.233, 2.127], [1.273, -2.189, 1.533], [0.914, -1.050, 2.133], [1.708, -2.068, 0.080], [0.844, -0.733, -0.835], [2.070, 0.220, -1.752], [3.150, -0.411, -2.367], [4.057, 0.329, -3.108], [3.882, 1.701, -3.249], [2.788, 2.330, -2.667], [1.881, 1.588, -1.924], [-0.147, -1.496, -2.128], [-0.838, -2.683, -1.873], [-1.526, -3.320, -2.890], [-1.549, -2.767, -4.165], [-0.872, -1.585, -4.422], [-0.162, -0.951, -3.412], [1.592, -3.029, -0.417], [2.774, -1.820, 0.084], [3.293, -1.482, -2.273], [4.898, -0.162, -3.579], [4.591, 2.277, -3.830], [2.634, 3.392, -2.808], [1.013, 2.080, -1.495], [-0.808, -3.108, -0.881], [-2.045, -4.249, -2.693], [-2.088, -3.267, -4.959], [-0.882, -1.154, -5.414], [0.365, -0.034, -3.636], [7.425, -2.016, 3.156], [6.864, -1.807, 1.954], [7.321, -2.287, 0.960], [5.625, -0.953, 1.907], [5.436, -0.182, 0.767], [4.276, 0.556, 0.611], [3.286, 0.479, 1.586], [3.477, -0.249, 2.751], [4.658, -0.962, 2.905], [2.069, 1.245, 1.388], [2.267, 2.485, 1.183], [1.131, 3.378, 1.063], [1.304, 4.738, 0.931], [0.182, 5.558, 1.013], [-1.037, 4.967, 1.259], [-1.127, 3.582, 1.357], [-0.068, 2.778, 1.232], [7.020, -1.466, 3.837], [6.200, -0.180, -0.001], [4.134, 1.166, -0.270], [2.716, -0.282, 3.514], [4.794, -1.558, 3.800], [3.271, 2.900, 1.164], [2.294, 5.150, 0.792], [0.273, 6.631, 0.915], [-1.938, 5.553, 1.376], [-2.083, 3.117, 1.536], [-3.829, -0.350, -2.334], [-3.609, 1.066, -2.491], [-4.824, 1.798, -2.800], [-2.699, 1.646, -1.535], [-2.977, 1.412, -0.057], [-4.209, 1.756, 0.514], [-4.477, 1.607, 1.870], [-3.501, 1.113, 2.730], [-2.281, 0.774, 2.160], [-2.006, 0.934, 0.813], [-4.384, -0.729, -3.192], [-4.406, -0.604, -1.427], [-2.875, -0.872, -2.290], [-5.209, 1.456, -3.761], [-4.607, 2.863, -2.891], [-5.633, 1.666, -2.066], [-2.670, 2.723, -1.724], [-1.688, 1.264, -1.731], [-4.981, 2.176, -0.119], [-5.446, 1.895, 2.258], [-3.682, 1.017, 3.793], [-1.483, 0.435, 2.865], [-3.881, -2.265, 1.468], [-2.014, -2.550, 1.764], [-1.622, -2.446, 3.634], [-1.620, -4.329, 1.190], [-1.173, -1.402, 0.828], [-4.410, -3.215, 1.525], [-3.997, -1.834, 0.475], [-4.276, -1.575, 2.209], [-2.067, -3.313, 4.121], [-2.061, -1.545, 4.051], [-0.541, -2.462, 3.770], [-2.222, -4.999, 1.807], [-0.565, -4.550, 1.323], [-1.921, -4.455, 0.152]], "mulliken_charge": [-1.20, -0.62, -0.08, -0.53, -0.69, 2.34, 0.49, -0.59, -0.96, -0.70, -0.95, 0.07, 0.99, -0.49, -0.63, -0.84, -0.80, -0.60, 0.75, 0.48, 0.49, 0.52, 0.44, 0.48, 0.44, 0.05, 0.48, 0.42, 0.47, 0.39, -0.46, 0.47, -0.52, 0.55, -1.18, 0.08, -0.34, -0.76, -0.78, -0.04, -0.01, 0.51, -0.92, -0.54, -1.10, 0.03, 0.40, 0.34, 0.49, 0.56, 0.52, 0.40, 0.61, 0.52, 0.48, 0.50, 0.33, -0.69, 0.24, -1.00, -1.11, 1.16, -0.36, -0.97, -1.19, 0.42, 0.17, 0.44, 0.29, 0.04, 0.37, 0.32, 0.34, 0.52, -0.33, 0.42, 0.45, 0.50, 0.72, -0.81, 0.63, -1.16, -1.22, 0.57, 0.58, 0.00, 0.36, 0.54, 0.39, 0.28, 0.56, 0.37, 0.38], "mol_weight_g_mol": 835.6, "s2": 2.0246, "relative_energy_kj_mol": 94.07, "charge": 2, "orbital_gap_ev": [6.38, 5.69], "spin_multiplicity": 3, "e_lumo_ev": [-6.430, -7.127]}